Below is a gas-phase ion, C3H4BrN2O2 (charge +1) at a distorted geometry, with properties calculated with ωB97M-V/def2-TZVPD.

Values from the calculation:
orbital gap	0.31310	hartree
electronic energy	-2950.315554	Ha
SMILES	[H]/N=[N+](\C)C(=O)C(=O)Br
relative energy (zero: lowest compared OMol25 entry of this formula, charge and spin)	5.0	kcal/mol
charge	+1

Element x y z (Å)
1 H -1.14923 -1.11295 1.74278
2 N -0.32367 -0.85921 1.30148
3 N -0.52028 -0.31945 0.22241
4 C -1.67168 -0.17958 -0.51025
5 C 0.83157 0.55938 -0.23455
6 O 0.78949 1.15819 -1.25914
7 C 2.21901 0.52687 0.49873
8 O 2.57307 1.36513 1.22002
9 Br 3.14065 -0.91715 -0.43084
10 H -1.42501 -0.44092 -1.49665
11 H -1.94855 0.82881 -0.87940
12 H -2.51538 -0.60910 -0.17459

Forces on the atoms, in the same order (eV/Å):
H -2.532 -1.443 1.013
N 2.087 1.380 -1.027
N 3.407 1.186 1.979
C 0.079 2.919 -2.812
C 0.046 0.743 -2.856
O -0.964 -1.039 1.928
C -0.839 -1.209 -0.692
O 0.423 -0.044 0.393
Br -0.059 0.597 0.784
H 0.386 -1.537 -1.567
H 0.572 0.390 1.324
H -2.606 -1.944 1.534